# 1
DFT (wB97M-V/def2-TZVPD) results for a 2-piece molecular cluster, C15H23O5 overall in a non-equilibrium geometry.

XYZ file:
```
43
Properties=species:S:1:pos:R:3:forces:R:3:mulliken_charge:R:1
C 0.69728 -2.97349 -1.69203 0.07 0.08 0.11 -1.5133
C 1.16047 -1.61844 -2.24855 0.98 -0.71 -0.19 1.9034
C 2.68694 -1.63444 -2.51284 -0.76 0.47 0.54 -1.6676
C 0.47026 -1.26003 -3.55676 -0.64 0.48 0.48 -1.3745
C -1.06216 -1.15982 -3.43498 0.51 -0.06 0.57 -1.0472
C -1.40993 -0.24420 -2.30064 -0.64 -0.46 0.17 0.7435
C -2.11363 -0.62519 -1.22418 0.60 0.64 -0.55 -0.4424
C -2.32823 0.38795 -0.14932 -0.89 -0.02 0.48 0.1784
O -3.36649 0.49516 0.47256 0.90 -0.25 -0.31 -0.5844
C -1.13991 1.29952 0.04273 0.70 0.64 0.05 0.3264
O -0.81550 1.65988 1.30038 -0.11 -0.20 -0.15 -0.2925
C 0.42878 1.06205 1.72838 -0.59 -0.46 -0.32 -0.3968
C 0.43771 0.74275 3.20306 0.96 -0.25 0.51 0.4549
C 1.49869 -0.35384 3.43102 0.19 0.37 -0.62 -1.3652
O -0.81434 0.25675 3.61579 -0.26 -0.20 -0.62 -0.5787
C -0.45868 1.69934 -1.04696 -0.57 -0.49 0.23 -0.3638
C -0.91009 1.17020 -2.35034 0.10 0.46 -0.06 0.2131
O -0.88935 1.80714 -3.38878 0.25 -0.42 0.22 -0.6172
H 0.17565 -3.58215 -2.42642 -0.13 -0.03 -0.14 0.2794
H 1.54491 -3.55905 -1.35344 0.21 -0.12 0.06 0.4614
H 0.06219 -2.85228 -0.82056 -0.32 0.01 0.03 0.3011
H 1.01450 -0.86869 -1.47676 -0.33 0.25 0.02 -0.4655
H 3.18555 -2.16763 -1.71180 0.25 -0.24 -0.02 0.4688
H 2.90519 -2.06025 -3.48456 0.24 -0.21 -0.12 0.3301
H 3.04413 -0.61006 -2.46441 0.23 0.16 -0.31 0.3960
H 0.73024 -2.02983 -4.27636 0.06 -0.02 -0.34 0.4750
H 0.83463 -0.28964 -3.88728 0.22 0.01 -0.30 0.4314
H -1.43297 -2.14187 -3.16011 -0.34 -0.20 -0.23 0.3607
H -1.50137 -0.82632 -4.36739 -0.11 0.05 -0.19 0.3730
H -2.50710 -1.62275 -1.12138 -0.33 -0.08 0.05 0.4681
H 1.27897 1.67938 1.45402 0.09 0.32 0.09 0.2597
H 0.52931 0.12308 1.18090 -0.02 -0.16 -0.15 0.0607
H 0.76323 1.62775 3.75482 -0.65 0.34 0.25 0.2001
H 1.29069 -0.91583 4.33300 0.06 0.07 0.31 0.4013
H 1.51747 -1.06116 2.60299 -0.16 -0.24 -0.07 0.3074
H 2.49453 0.08064 3.47300 0.18 0.03 0.23 0.3443
H -0.73347 0.05523 4.54629 -0.13 0.19 0.35 0.3835
H 0.37988 2.36965 -0.98753 0.02 0.34 -0.06 0.4988
C -1.50340 3.59263 4.07945 -0.48 -0.22 -0.39 -0.3679
O -0.31100 3.69034 4.70579 0.10 -0.15 -0.01 -0.8877
H -1.83672 2.55187 3.82925 0.10 0.07 0.08 0.0282
H -2.41020 4.00268 4.61402 0.24 0.11 0.24 0.2783
H -1.58668 4.10298 3.07591 0.21 0.09 0.06 0.0378
```
Positions in Å, forces in eV/Å.

net charge: -1
E: -26162.6445 eV
M: 283.34 g/mol
spin multiplicity: 1
HOMO energy: -2.0 eV

# 2
DFT (wB97M-V/def2-TZVPD) results for a 11-piece molecular cluster, C63H57F10NO overall in a non-equilibrium geometry.

XYZ file:
```
132
Properties=species:S:1:pos:R:3:forces:R:3:mulliken_charge:R:1
F 10.57192 17.94719 22.74181 -0.22 0.42 0.33 -0.3396
C 10.94751 17.01988 21.86385 1.20 -1.14 -0.36 0.1074
C 11.48422 15.82072 22.31565 -1.08 0.35 -0.63 -0.7541
C 11.87412 14.86901 21.35935 -0.32 0.96 0.05 -0.1697
C 11.81675 15.17372 20.01417 -0.53 1.58 -0.44 -0.3486
C 11.25000 16.39961 19.56833 1.03 -1.44 -1.01 0.3751
C 10.89489 17.28627 20.50942 -1.51 3.56 0.41 -0.4613
H 11.44848 15.67852 23.37554 0.28 -0.46 0.42 0.5087
H 12.18480 13.88976 21.62954 0.56 -0.53 0.45 0.3469
H 12.35944 14.60980 19.30513 -0.06 -1.16 -0.69 0.4916
H 11.10462 16.74377 18.51718 0.55 -0.90 0.74 -0.0834
H 10.58665 18.32370 20.15711 0.18 -1.39 0.81 0.3631
F 13.68947 8.61070 17.62627 -0.55 -0.29 1.47 -0.3977
C 13.55865 8.89389 16.34771 1.61 0.13 -1.37 0.2831
C 12.36176 8.93219 15.70487 -1.02 0.36 0.84 -0.4362
C 12.33093 9.21925 14.37187 0.25 0.17 -1.30 -0.7294
C 13.48370 9.43842 13.64957 2.16 -0.93 0.84 -0.7754
C 14.76308 9.31322 14.27004 -1.54 0.00 1.60 -0.4366
C 14.76642 9.05151 15.67453 -1.61 0.28 -2.50 -0.3141
H 11.43854 8.80273 16.23091 -0.29 -0.22 0.38 0.4349
H 11.41478 9.21608 13.81158 -0.45 0.06 0.11 0.4431
H 13.46846 9.48898 12.58931 -0.27 0.31 -0.61 0.8948
H 15.68834 9.40953 13.70912 -0.17 -0.04 0.09 0.3796
H 15.58782 8.78552 16.24862 1.88 0.01 0.70 0.6265
F 11.09511 19.86202 12.82084 -0.02 0.53 -0.27 -0.2792
C 11.60273 18.72802 12.30871 0.57 -0.20 -0.64 0.2948
C 12.45604 18.74857 11.19405 -0.33 0.82 0.76 -0.7613
C 13.03083 17.54604 10.85088 -0.68 -1.74 -0.15 -0.4963
C 12.57636 16.32617 11.40060 -0.66 1.81 1.37 -0.8843
C 11.67810 16.37616 12.48972 1.02 -0.36 -1.00 0.0122
C 11.24743 17.56870 12.97817 -0.40 2.01 0.04 0.4400
H 12.69420 19.65396 10.60566 -0.17 -0.46 0.80 0.3748
H 13.78605 17.52121 10.09397 0.21 -0.01 -0.50 0.4403
H 12.88885 15.36866 11.09147 0.66 -0.78 -0.55 0.5732
H 11.36690 15.49842 12.99508 -0.22 -0.94 0.21 0.6372
H 10.59244 17.77673 13.82236 0.15 -0.76 -0.01 -0.4301
F 19.33301 16.38670 18.90722 -0.96 -0.58 0.41 -0.3452
C 18.02824 16.06830 19.21764 0.60 1.40 1.94 0.4929
C 17.22878 15.49321 18.28546 -1.17 0.02 -1.34 -0.9609
C 15.83344 15.43518 18.52157 1.36 -0.48 -0.60 0.2712
C 15.30125 15.81775 19.72141 -0.25 -0.15 -0.62 0.2150
C 16.11963 16.31285 20.69069 0.93 0.68 0.41 -0.8821
C 17.48533 16.48660 20.47284 -0.16 -0.48 -0.08 -0.8824
H 17.57825 15.23085 17.27115 0.06 0.14 0.79 0.4709
H 15.26050 15.10585 17.67681 -0.57 -0.25 -0.09 0.5040
H 14.26357 15.81252 19.93494 -0.88 -0.19 -0.16 0.3136
H 15.62819 16.68665 21.58295 0.44 -0.12 0.21 0.4507
H 17.98927 16.90297 21.34987 0.64 -0.03 -0.90 0.3877
F 8.48914 17.10008 14.35352 -0.54 -0.04 -0.69 -0.3225
C 8.50266 15.75356 14.17248 -0.60 -0.07 -0.54 0.2388
C 9.01251 15.06705 15.23666 -0.02 -1.40 -0.85 -0.3832
C 9.13551 13.68372 15.11145 0.46 0.63 1.54 0.0019
C 8.69445 13.02245 13.99887 0.54 -1.36 -0.24 -0.7708
C 8.12222 13.70562 12.97246 -0.54 2.64 -1.94 -0.1971
C 8.00426 15.13915 13.01432 0.85 -0.99 1.92 -0.8100
H 9.29744 15.65125 16.06409 0.57 0.31 1.07 0.5456
H 9.61670 13.13474 15.91538 -0.16 0.04 -0.10 0.4038
H 8.89354 11.94994 13.89198 -0.25 0.39 0.12 0.3870
H 7.87349 13.23211 12.01836 -0.18 -0.08 0.50 0.4008
H 7.55114 15.79206 12.30694 -0.22 -0.06 -0.87 0.4892
F 12.40003 21.36302 16.50904 1.05 -0.09 -0.22 -0.3089
C 13.50687 20.54924 16.52586 -1.34 -2.41 1.20 0.4386
C 13.27518 19.24484 17.14634 1.31 2.04 -0.93 -0.2091
C 14.34534 18.36464 17.18959 -0.80 0.20 0.18 0.0116
C 15.54919 18.71182 16.62754 2.02 0.03 -0.20 -0.4308
C 15.77006 19.98510 16.10212 -0.25 -1.03 0.03 -0.4471
C 14.72856 20.91605 15.99849 -0.02 0.22 -0.04 -0.8695
H 12.34538 18.97221 17.61346 -0.31 0.25 -0.14 0.5369
H 14.26177 17.42698 17.71426 -0.22 -0.20 -0.10 0.1617
H 16.42412 18.00107 16.63873 -1.12 0.76 0.13 0.2391
H 16.78729 20.14952 15.77461 -0.16 0.57 -0.29 0.4041
H 14.88325 21.87956 15.50199 -0.18 -0.32 0.36 0.4052
F 11.72535 13.44376 16.86343 0.64 0.21 -0.30 -0.8101
C 12.85430 13.81752 16.16563 -0.33 -1.02 0.69 1.0024
C 12.95990 15.12575 15.75738 -0.58 0.49 0.55 -0.1123
C 14.11047 15.52288 15.11924 0.51 -0.87 -0.61 -0.5830
C 15.08677 14.55117 14.88678 0.64 1.10 -1.22 -1.0660
C 14.94864 13.23351 15.26574 0.58 -0.08 0.32 -0.0768
C 13.83518 12.84112 15.96280 -1.11 0.46 0.44 -0.5572
H 12.19269 15.85924 15.99134 -0.17 -0.24 -0.05 -0.0116
H 14.19775 16.52197 14.71236 0.13 0.02 0.20 0.8052
H 15.95241 14.83824 14.28132 -0.14 -0.10 0.35 0.4330
H 15.74672 12.52364 15.09380 -0.01 0.00 -0.16 0.4133
H 13.73014 11.84303 16.37267 -0.16 0.03 -0.15 0.4737
F 12.94164 10.19359 23.28020 -0.33 -0.41 0.23 -0.3321
C 13.40232 10.87780 22.23278 1.11 0.99 -0.72 0.5173
C 14.69118 11.41324 22.33968 -0.36 -0.32 1.38 -0.4502
C 15.24515 12.17471 21.34844 -0.76 -0.05 -1.39 -0.6073
C 14.52702 12.30738 20.12702 -1.38 0.03 1.34 -0.3215
C 13.20957 11.81155 20.02006 0.22 -0.56 0.83 0.0108
C 12.63052 11.07464 21.11608 1.39 0.12 -1.09 -1.0273
H 15.17978 11.23552 23.29796 0.12 0.16 -0.26 0.3702
H 16.18670 12.69088 21.49499 0.03 -0.21 -0.11 0.4380
H 14.89896 12.95584 19.36878 0.34 0.16 -0.58 0.5970
H 12.61176 11.99042 19.10699 0.47 -0.21 0.60 0.3836
H 11.75928 10.45952 21.06895 -0.89 0.28 -0.35 0.4348
F 17.60740 11.51777 13.71170 1.22 -0.06 1.25 -0.3210
C 18.54042 11.25811 14.71346 0.36 -2.96 -0.78 0.2406
C 19.19460 12.22524 15.40112 0.16 0.95 0.05 -0.1444
C 20.08615 11.90735 16.44045 -0.83 0.44 -1.32 -0.6194
C 20.36438 10.59426 16.66846 0.42 0.82 1.30 -0.3691
C 19.83871 9.59487 15.92900 -0.68 0.34 -1.60 -0.5573
C 18.96119 9.89886 14.91630 -1.21 1.51 0.00 -0.4544
H 19.10223 13.22858 15.04011 -0.32 0.64 0.26 0.4723
H 20.55980 12.72519 16.93918 0.26 0.15 0.43 0.4492
H 20.97819 10.29136 17.46113 1.10 -0.02 1.05 0.4063
H 20.24138 8.63188 16.05536 -0.04 -1.27 0.14 0.4593
H 18.56111 9.10412 14.34652 -0.51 -0.53 -0.77 0.4608
F 12.96685 10.47612 8.06129 -0.36 -0.42 -1.45 -0.3195
C 12.67798 11.17045 9.14398 1.64 0.52 1.36 0.6043
C 11.55104 11.92433 9.29301 -1.74 -0.98 -2.07 -0.6366
C 11.31553 12.49941 10.52150 0.52 0.01 -0.37 -0.2014
C 12.20502 12.37191 11.54694 0.39 0.37 0.83 -0.4700
C 13.40792 11.64869 11.36878 -1.27 1.23 0.28 -1.0198
C 13.68148 11.11516 10.12295 -0.01 -1.02 0.50 -0.5061
H 10.77088 11.90060 8.45990 1.21 0.28 1.25 0.2969
H 10.46642 13.09357 10.66489 -1.27 0.70 0.16 0.5394
H 11.91997 12.92192 12.47106 0.68 -0.78 -0.43 0.5079
H 13.97885 11.57963 12.27667 0.83 -0.19 -0.29 0.9088
H 14.56254 10.47214 9.92007 -0.60 0.65 0.18 0.3370
C 8.49873 20.72448 18.06921 1.74 -1.11 0.18 -0.9647
N 9.06116 19.68188 17.20175 -0.69 3.00 -1.48 0.1423
C 9.37481 20.23988 15.88003 1.03 -0.17 -0.33 -0.5479
C 9.48214 18.49226 17.54604 0.52 -0.24 -0.62 -0.2516
O 10.16004 17.76562 16.83903 0.35 -0.64 -0.29 -0.5073
H 8.24128 20.30194 19.03029 -0.49 0.11 0.14 0.3326
H 7.75558 21.24191 17.53266 -1.60 0.17 -0.30 0.3392
H 9.25081 21.49680 18.20287 0.44 0.00 0.34 0.3392
H 9.87907 19.45907 15.27101 -0.72 0.65 0.26 -0.1872
H 8.51174 20.71860 15.41178 -0.34 -0.75 -0.04 0.3894
H 10.06360 21.09658 15.94758 0.17 -0.44 0.39 0.3380
H 9.18128 18.21720 18.51796 -0.50 -0.56 1.58 0.7095
```
Positions in Å, forces in eV/Å.

SMILES string: Fc1ccccc1.Fc1ccccc1.Fc1ccccc1.Fc1ccccc1.Fc1ccccc1.Fc1ccccc1.Fc1ccccc1.Fc1ccccc1.Fc1ccccc1.Fc1ccccc1.CN(C)C=O
E: -96965.0592 eV
M: 1034.13 g/mol
spin multiplicity: 1
HOMO energy: -8.9 eV

In order of appearance, Kohn-Sham gap = 3.478; 9.498 eV.